(1)
11
Properties=species:S:1:pos:R:3 method="wB97M-V/def2-TZVPD" homo_lumo_gap_ev=8.29 smiles="S=c1[nH]cc(S)[nH]1" e_above_lowest_kj_mol=25.5 fmax_ev_per_a=3.02
C 0.046 -1.002 -0.339
C 1.152 -0.938 0.430
C 0.121 1.081 0.479
H -1.582 -2.685 -0.540
H 1.926 -1.653 0.632
H 1.669 0.636 1.753
H -1.288 0.467 -0.889
N 1.159 0.306 0.968
N -0.444 0.258 -0.423
S -0.557 -2.381 -1.352
S -0.296 2.658 0.840

(2)
11
Properties=species:S:1:pos:R:3 method="wB97M-V/def2-TZVPD" homo_lumo_gap_ev=8.99 smiles="N#CCC(=S)NS" e_above_lowest_kj_mol=125.4 fmax_ev_per_a=2.10
C -0.618 -0.343 0.766
C 0.880 -0.104 0.727
C 1.429 -0.547 -0.544
H -0.078 1.090 -1.990
H -2.287 -0.008 -0.357
H 1.270 -0.726 1.527
H 1.197 0.945 0.907
N -1.345 0.367 -0.119
N 1.732 -0.865 -1.620
S -0.836 1.666 -1.047
S -1.344 -1.475 1.748

(3)
11
Properties=species:S:1:pos:R:3 method="wB97M-V/def2-TZVPD" homo_lumo_gap_ev=8.82 e_above_lowest_kj_mol=192.6 fmax_ev_per_a=2.88
C -0.988 -1.283 0.507
C 0.362 0.851 -0.469
C -0.821 1.693 -0.392
H -1.793 -0.460 0.561
H -0.401 -1.266 1.439
H -1.548 -2.166 0.272
H 2.502 -0.714 -0.517
N 1.533 1.359 -0.241
N -1.778 2.326 -0.184
S 0.040 -0.836 -0.897
S 2.892 0.497 -0.077

(4)
10
Properties=species:S:1:pos:R:3 method="wB97M-V/def2-TZVPD" homo_lumo_gap_ev=8.97 e_above_lowest_kj_mol=127.0 total_charge=+1 fmax_ev_per_a=3.00
C 1.452 -0.942 0.004
C -0.359 0.734 -0.016
C -1.632 1.048 0.001
N 1.828 0.436 0.015
N 0.848 1.169 -0.004
N 0.218 -1.151 -0.023
H 2.277 -1.638 0.045
H -2.401 0.290 0.003
H -1.959 2.085 0.011
H -0.273 -2.030 -0.036

What did the fourth record say?
10
Properties=species:S:1:pos:R:3 method="wB97M-V/def2-TZVPD" homo_lumo_gap_ev=8.97 e_above_lowest_kj_mol=127.0 total_charge=+1 fmax_ev_per_a=3.00
C 1.452 -0.942 0.004
C -0.359 0.734 -0.016
C -1.632 1.048 0.001
N 1.828 0.436 0.015
N 0.848 1.169 -0.004
N 0.218 -1.151 -0.023
H 2.277 -1.638 0.045
H -2.401 0.290 0.003
H -1.959 2.085 0.011
H -0.273 -2.030 -0.036